Computed, not measured: C9H7BClDyFN2O3S as an isolated structure at a distorted geometry, with ωB97M-V/def2-TZVPD.

The geometry in ORCA input format:
```
! wB97M-V def2-TZVPD RIJCOSX def2/J DEFGRID3
* xyz 3 6
O 3.85 -2.47 1.64
C 3.49 -1.82 0.74
Cl 3.27 -2.53 -0.93
C 3.16 -0.29 0.85
C 1.80 0.11 0.21
C 0.60 -0.79 0.23
F 0.59 -2.00 0.81
C -0.65 -0.31 -0.38
C -1.98 -1.19 -0.35
B -3.05 -0.27 0.56
O -2.54 0.14 1.78
O -4.41 0.12 0.11
C -0.78 1.03 -1.02
C 0.41 1.92 -1.04
N 0.40 3.19 -1.60
S 1.96 3.69 -1.29
N 2.72 2.41 -0.51
C 1.71 1.47 -0.43
H 3.26 0.10 1.91
H 3.96 0.25 0.26
H -1.80 -2.19 0.15
H -2.36 -1.41 -1.42
H -3.24 0.13 2.47
H -4.33 1.02 -0.31
H -1.77 1.34 -1.45
Dy -4.28 -1.62 -1.00
*
```

Calculated values
gap between HOMO and LUMO (spin up / spin down): 0.23009 / 0.18291 Ha
HOMO (spin up / spin down): -0.6848 / -0.6837 Eh
electronic energy: -69371.22569 eV
max |F|: 6.53 eV/Å